9
Properties=species:S:1:pos:R:3 method="wB97M-V/def2-TZVPD" relative_energy_ev=2.0686 multiplicity=1 mol_weight_g_mol=64.1 lumo_ev=0.7 gap_ha=0.39141
C -0.723 0.411 0.599
C 1.558 -1.895 -0.111
O 1.579 -1.534 -1.397
F 1.144 -3.088 0.130
H -0.704 -0.502 1.191
H -1.342 1.172 1.050
H -1.233 0.184 -0.338
H 0.306 0.617 0.586
H 1.417 -2.154 -2.142

9
Properties=species:S:1:pos:R:3 method="wB97M-V/def2-TZVPD" relative_energy_ev=0.2552 smiles=C[C@@H](O)F multiplicity=1 mol_weight_g_mol=64.1 lumo_ev=0.9 gap_ha=0.45285
C -0.896 -0.429 0.082
C 0.596 0.021 -0.332
O 0.896 1.340 0.056
F 1.553 -0.958 0.165
H -0.945 -0.346 1.104
H -1.519 0.284 -0.483
H -1.010 -1.384 -0.288
H 0.680 0.190 -1.344
H 0.644 1.283 1.040